{
  "formula": "C7H22BeN10O11",
  "method": "wB97M-V/def2-TZVPD",
  "e_above_lowest_kcal_mol": 374.92,
  "charge": 0,
  "fmax_ha_per_bohr": 0.19396,
  "orbital_gap_ev": 2.1,
  "homo_ev": -8.000,
  "lumo_energy_ha": -0.2170,
  "molar_mass_g_mol": 431.324,
  "symbols": ["C", "N", "N", "O", "C", "H", "O", "H", "N", "O", "O", "O", "N", "H", "N", "N", "O", "O", "H", "N", "O", "C", "H", "O", "H", "H", "N", "Be", "C", "H", "H", "H", "O", "H", "N", "C", "C", "H", "H", "H", "C", "H", "H", "N", "O", "H", "H", "H", "H", "H", "H"],
  "positions_angstrom": [[0.888510, -19.124130, 5.241530], [4.380970, -20.999610, -1.869060], [-3.032040, -10.439930, 2.633290], [2.284440, -13.638250, 7.732560], [2.361600, -13.933660, 8.894540], [4.397030, -7.110510, 0.801520], [7.681770, -16.614020, 3.712400], [1.008150, -20.527170, 5.648360], [1.541610, -13.198220, -4.804900], [0.141200, -20.117300, 5.693180], [2.268740, -13.653360, -2.797990], [0.424440, -18.096700, 4.802030], [3.121770, -14.956020, 9.349830], [2.347550, -21.041870, 0.306780], [4.677490, -8.069370, 0.949940], [1.563680, -13.438470, 9.796780], [2.096870, -19.213790, 5.170610], [3.700710, -19.302660, -0.583070], [-2.663370, -9.822010, 1.924510], [4.557210, -7.195820, 2.925050], [-1.327450, -11.829650, 2.363050], [4.701380, -8.311230, 2.186050], [7.024590, -18.260390, 4.933590], [7.921890, -18.118140, 5.243790], [-3.788520, -10.113400, 3.217420], [4.769830, -6.341830, 2.429480], [1.047050, -15.032300, -3.921530], [3.159540, -14.641980, 2.418470], [1.585560, -13.926040, -3.774760], [3.100680, -15.236970, 10.319740], [2.777140, -22.193400, -0.979560], [0.992960, -13.371710, -5.634950], [4.933950, -9.408670, 2.533660], [1.686820, -13.613520, 10.783840], [-2.802310, -12.066610, 3.883230], [3.574100, -20.421900, -1.056890], [8.395290, -17.101820, 4.615780], [1.013250, -12.644920, 9.501140], [5.139030, -20.490380, -2.300480], [3.677470, -15.487990, 8.695380], [-2.305800, -11.443330, 2.934910], [2.239280, -12.488750, -4.978120], [5.021260, -7.319800, 3.813520], [2.729400, -21.257410, -0.603080], [9.452490, -16.596410, 4.936130], [-2.377360, -12.895530, 4.273650], [-3.666540, -11.760160, 4.306660], [4.525650, -21.997700, -1.923770], [0.572720, -15.181880, -4.800580], [1.237180, -15.690180, -3.179140], [4.887170, -8.756510, 0.240020]],
  "forces_ev_per_a": [[-2.0, 2.3, -0.8], [4.7, -1.5, -4.9], [-2.5, 5.9, -2.8], [0.4, 0.7, -1.7], [0.7, -2.2, -1.3], [0.1, -0.5, -1.7], [-0.4, 0.7, -1.1], [0.3, -3.8, 1.2], [-0.1, 5.7, -6.4], [0.5, 0.1, 0.0], [0.5, 0.6, 1.2], [-2.1, 2.8, -0.9], [1.2, -0.9, 0.5], [-0.2, -0.4, -0.3], [-0.9, 2.9, -6.3], [-2.2, 2.1, 2.8], [3.5, -1.3, 0.4], [-0.1, 1.1, -0.6], [-0.3, 0.0, 0.2], [-0.2, 1.2, 2.2], [2.7, -0.2, -1.8], [0.8, -0.2, 1.5], [-0.4, -0.2, -0.2], [-0.4, -2.3, 1.7], [0.4, 0.0, -0.3], [0.1, 0.0, 0.6], [-4.0, -6.9, -0.3], [0.0, -0.1, 0.1], [4.4, 2.2, 4.3], [0.1, 0.0, -0.4], [-0.6, 0.1, 0.7], [0.0, -0.3, 0.4], [0.6, -4.2, 3.3], [-0.1, 0.2, -0.3], [-3.5, -5.2, 7.8], [1.5, 3.7, 2.5], [-0.5, 1.3, -0.7], [0.1, -0.2, 0.3], [-0.3, 0.2, 0.2], [-0.2, 0.3, 0.2], [2.9, -0.5, -2.7], [-0.2, 0.0, 0.7], [-0.2, 0.4, 0.1], [-4.6, -3.5, 2.2], [1.5, 0.5, 0.2], [0.0, 0.3, -0.3], [0.3, -0.4, 0.1], [-0.4, 0.3, 0.1], [0.0, -1.0, 0.6], [-0.6, -0.3, -0.5], [-0.3, 0.3, 0.3]],
  "nbo_charge": [0.880, -0.821, -0.815, -0.660, 0.755, 0.365, -0.495, 0.490, -0.813, -0.642, -0.699, -0.457, -0.848, 0.412, -0.805, -0.825, -0.559, -0.677, 0.403, -0.841, -0.679, 0.745, 0.500, -0.660, 0.380, 0.368, -0.792, 0.517, 0.722, 0.379, 0.374, 0.372, -0.652, 0.382, -0.788, 0.733, 0.918, 0.407, 0.402, 0.411, 0.722, 0.406, 0.400, -0.805, -0.492, 0.409, 0.368, 0.381, 0.380, 0.423, 0.420]
}